{
  "formula": "C11H24ClNO3Y",
  "method": "ωB97M-V with the def2-TZVPD basis set",
  "multiplicity": 1,
  "homo_lumo_gap_ev": 4.30,
  "energy_ha": -1212.1563,
  "charge": 1,
  "de_lowest_ev": 0.945,
  "homo_ev": -10.887,
  "elements": ["Y", "C", "C", "C", "C", "C", "C", "N", "O", "C", "C", "C", "H", "H", "H", "H", "H", "H", "H", "H", "H", "H", "H", "H", "H", "H", "H", "H", "H", "H", "Cl", "C", "C", "O", "O", "H", "H", "H", "H", "H", "H"],
  "positions_angstrom": [[2.16967, 0.18427, -1.81770], [-1.75304, -0.44929, 1.20238], [-0.93065, -1.68702, 0.73252], [-1.60457, -3.02926, 1.11636], [-2.78170, -3.38919, 0.19272], [-2.21673, -3.51410, -1.19915], [-1.55714, -2.19863, -1.68420], [-0.61955, -1.69801, -0.68068], [0.04636, -0.60241, -1.10976], [-2.64463, -1.12187, -2.02772], [-0.83572, -2.54704, -2.97768], [0.34172, -1.67424, 1.59589], [-1.14227, 0.27669, 1.72875], [-2.58897, -0.73678, 1.84558], [-2.28357, 0.01957, 0.37279], [-2.04195, -2.99639, 2.11403], [-0.87476, -3.83995, 1.10194], [-3.49185, -2.55940, 0.19144], [-3.18260, -4.35627, 0.49422], [-2.69102, -4.09197, -1.98931], [-1.30010, -4.11008, -1.04475], [-3.36778, -1.04698, -1.21317], [-3.20231, -1.49974, -2.88348], [-2.23756, -0.12019, -2.14223], [-0.01776, -3.26102, -2.80748], [-0.35584, -1.67514, -3.42884], [-1.44128, -3.10726, -3.68818], [1.18526, -2.28143, 1.24204], [0.27033, -1.99945, 2.63368], [0.74580, -0.65848, 1.60234], [2.57620, 1.26557, 0.66244], [3.97226, 5.21582, 1.45049], [4.25541, 6.72758, 1.45042], [3.85344, 7.23941, 0.18423], [2.63994, 5.02745, 0.92522], [3.92835, 4.75853, 2.44289], [4.71736, 4.67830, 0.85492], [5.26808, 6.97035, 1.74725], [3.51308, 7.10155, 2.16596], [3.10199, 6.69853, -0.08906], [2.57810, 4.08795, 0.73290]],
  "atomic_forces_ev_per_a": [[-4.010, -0.422, 4.361], [-0.983, -0.404, -0.560], [-0.166, -0.453, 2.280], [-1.271, 0.039, -0.684], [0.499, 0.112, -0.458], [2.631, -0.126, 0.369], [-1.792, 0.467, -1.041], [0.687, -0.799, -0.366], [3.860, 1.512, -1.362], [-0.064, -0.891, 0.783], [1.391, -0.455, 0.094], [1.666, 0.742, -0.506], [-0.004, 0.099, -0.114], [0.315, -0.181, 0.286], [0.396, 0.234, -0.108], [0.500, 0.412, 0.215], [0.090, 0.037, -0.068], [-0.474, -0.437, 0.422], [-0.487, 0.296, 0.148], [-0.827, 0.606, 0.047], [-0.159, -0.348, -0.068], [0.016, -0.038, -0.011], [0.073, 0.426, -0.237], [0.134, -0.083, -0.463], [0.036, 0.091, 0.422], [-0.396, 0.095, -0.316], [-0.417, 0.593, -0.076], [-0.383, -0.269, -0.511], [-0.829, 0.157, -0.031], [0.001, -0.051, 0.203], [-0.026, -0.882, -2.672], [0.073, -0.218, 0.272], [-2.408, -1.060, 0.028], [1.040, 0.170, -0.101], [0.489, 0.043, -0.337], [0.578, 0.398, 0.191], [-0.106, 0.017, -0.173], [0.101, 0.164, -0.328], [0.511, 0.379, 0.392], [-0.025, 0.069, 0.083], [-0.260, -0.041, -0.005]]
}